# 1
13
Properties=species:S:1:pos:R:3 method="wB97M-V/def2-TZVPD" homo_energy_ev="-7.101 / -7.100" homo_lumo_gap_ev="7.31 / 7.31" e_tot_ha=-323.5976 relative_energy_kcal_mol=115.1 max_force_ev_per_a=0.30
C 0.902 -0.717 1.631
C 0.056 0.885 0.070
O 0.185 1.974 -0.802
C -0.481 -0.316 -0.451
O -0.368 -1.380 0.228
N -1.021 -0.352 -1.696
H 0.189 -0.470 2.411
H 1.741 -0.035 1.573
H 1.187 -1.761 1.617
H -0.385 1.217 1.007
H 0.800 1.703 -1.495
H -1.457 0.490 -2.044
H -1.348 -1.238 -2.048



# 2
63
Properties=species:S:1:pos:R:3 method="wB97M-V/def2-TZVPD" charge=+1 homo_energy_ev=-13.090 homo_lumo_gap_ev=10.53 e_tot_ha=-1028.5136 max_force_ev_per_a=1.38
C 0.901 2.607 4.043
C 2.236 3.150 3.471
C 3.161 2.057 2.904
C 3.181 1.990 1.364
C 2.772 0.611 0.799
C 2.037 0.679 -0.546
N 0.616 0.288 -0.459
C -0.272 1.062 0.097
N 0.001 2.349 0.572
C -1.243 3.035 0.094
C -2.332 2.041 0.517
N -2.456 2.096 1.979
C -3.668 2.077 -0.228
C -4.682 3.126 0.226
C -4.572 4.445 -0.523
F -3.234 4.792 -0.693
N -1.588 0.770 0.245
H 0.751 1.564 3.768
H 0.060 3.196 3.677
H 0.898 2.697 5.125
H 2.761 3.689 4.256
H 2.017 3.889 2.701
H 2.866 1.095 3.323
H 4.175 2.231 3.259
H 4.184 2.222 1.009
H 2.535 2.762 0.948
H 3.690 0.037 0.681
H 2.178 0.075 1.539
H 2.055 1.701 -0.917
H 2.552 0.066 -1.278
H 0.285 -0.602 -0.800
H 0.112 2.360 1.580
H -1.145 3.016 -0.989
H -1.323 4.047 0.463
H -3.286 1.596 2.277
H -2.601 3.055 2.273
H -4.123 1.091 -0.097
H -3.487 2.174 -1.301
H -4.652 3.318 1.295
H -5.681 2.741 0.020
H -5.044 5.242 0.048
H -5.033 4.392 -1.506
H -2.013 0.067 -0.346
C 1.689 -2.669 -3.180
C 1.527 -3.383 -1.840
C 1.941 -4.852 -1.880
C 1.122 -5.722 -2.835
C -0.383 -5.728 -2.568
C -0.756 -6.281 -1.195
H 1.064 -3.113 -3.955
H 1.402 -1.616 -3.096
H 2.726 -2.708 -3.516
H 0.489 -3.296 -1.499
H 2.142 -2.870 -1.091
H 1.885 -5.264 -0.869
H 2.994 -4.914 -2.169
H 1.497 -6.746 -2.772
H 1.298 -5.402 -3.865
H -0.866 -6.336 -3.336
H -0.792 -4.719 -2.681
H -0.393 -7.303 -1.076
H -1.838 -6.294 -1.063
H -0.335 -5.679 -0.387



# 3
87
Properties=species:S:1:pos:R:3 method="wB97M-V/def2-TZVPD" charge=-2 homo_energy_ev=-1.733 homo_lumo_gap_ev=5.79 e_tot_ha=-12131.0256 relative_energy_kcal_mol=0.0 max_force_ev_per_a=0.40
Pb 1.472 0.644 1.442
C 3.073 -3.238 2.200
C 3.005 -3.084 0.675
C 4.164 -2.204 0.201
P 1.387 -2.283 0.250
C 0.120 -3.668 0.507
C -0.934 -3.695 -0.606
C 0.704 -5.075 0.634
C 1.383 -2.174 -1.574
C 2.026 -3.117 -2.368
C 1.884 -3.167 -3.748
C 2.630 -4.172 -4.586
C 1.012 -2.242 -4.319
C 0.366 -1.284 -3.564
C 0.548 -1.178 -2.160
N -0.113 -0.315 -1.341
C -0.604 0.882 -1.749
C -0.243 1.612 -2.905
C -0.819 2.834 -3.207
C -1.771 3.421 -2.382
C -2.433 4.729 -2.730
C -2.071 2.756 -1.194
C -1.509 1.535 -0.855
P -1.552 0.821 0.817
C -2.688 1.845 1.872
C -4.164 1.973 1.484
C -2.040 3.192 2.201
C -2.417 -0.817 0.683
C -3.000 -1.269 2.021
C -3.405 -0.953 -0.468
H 3.979 -3.775 2.492
H 2.216 -3.766 2.619
H 3.108 -2.261 2.685
H 3.089 -4.069 0.204
H 4.146 -1.245 0.724
H 4.138 -2.022 -0.874
H 5.117 -2.683 0.449
H -0.371 -3.409 1.451
H -0.515 -4.149 -1.507
H -1.294 -2.708 -0.887
H -1.788 -4.301 -0.285
H 1.213 -5.362 -0.291
H -0.108 -5.791 0.795
H 1.407 -5.175 1.459
H 2.658 -3.860 -1.888
H 3.005 -4.992 -3.969
H 3.492 -3.724 -5.090
H 1.990 -4.604 -5.360
H 0.822 -2.279 -5.389
H -0.339 -0.626 -4.053
H 0.535 1.230 -3.552
H -0.504 3.352 -4.110
H -1.966 5.177 -3.610
H -2.360 5.453 -1.912
H -3.497 4.605 -2.953
H -2.750 3.240 -0.504
H -2.648 1.270 2.804
H -4.311 2.375 0.482
H -4.676 2.637 2.189
H -4.667 1.007 1.520
H -1.969 3.850 1.333
H -1.033 3.035 2.586
H -2.619 3.710 2.972
H -1.567 -1.463 0.468
H -3.898 -0.707 2.292
H -2.274 -1.164 2.830
H -3.283 -2.324 1.960
H -4.282 -0.316 -0.333
H -3.751 -1.990 -0.544
H -2.933 -0.681 -1.413
Se 3.059 -1.908 6.237
Sb 2.458 0.108 5.050
Se 0.314 -0.300 3.736
Se 3.974 0.584 3.114
Se 2.091 2.154 6.335
C 0.494 5.911 -0.557
O 0.820 5.692 0.818
C 0.977 4.382 1.151
O 0.884 3.475 0.360
N 1.277 4.272 2.466
N 1.597 3.010 2.972
H 0.013 6.886 -0.601
H -0.169 5.131 -0.926
H 1.403 5.918 -1.161
H 1.532 5.102 2.976
H 1.152 2.863 3.878
H 2.600 2.911 3.130



# 4
144
Properties=species:S:1:pos:R:3 method="wB97M-V/def2-TZVPD" charge=-2 homo_energy_ev=-1.242 homo_lumo_gap_ev=4.91 e_tot_ha=-5709.1431 relative_energy_kcal_mol=0.0 max_force_ev_per_a=1.39
Tl -0.356 -0.167 -0.708
C -0.798 -4.250 -0.970
C 0.704 -3.978 -1.003
C 1.407 -4.790 -2.086
P 1.382 -3.994 0.729
C 1.220 -5.760 1.372
C 1.282 -7.000 0.479
C 2.124 -5.912 2.602
C 3.161 -3.736 0.328
C 4.063 -4.775 0.088
C 5.388 -4.518 -0.227
C 5.818 -3.202 -0.332
C 4.918 -2.170 -0.117
C 3.579 -2.395 0.225
Si 2.287 -0.977 0.605
C 2.885 0.474 -0.535
C 3.411 0.097 -1.786
C 3.551 0.974 -2.847
C 3.168 2.296 -2.700
C 2.634 2.710 -1.494
C 2.477 1.833 -0.416
P 1.642 2.394 1.114
C 0.744 3.956 0.611
C 1.507 5.278 0.518
C -0.454 4.133 1.551
C 3.085 2.916 2.178
C 2.607 3.500 3.509
C 4.197 3.763 1.560
C 2.833 -0.694 2.449
C 4.178 -0.543 2.811
C 4.578 -0.352 4.124
C 3.621 -0.305 5.130
C 2.284 -0.472 4.803
C 1.875 -0.674 3.480
P 0.112 -1.007 3.012
C -0.205 -2.592 3.969
C -0.250 -2.668 5.494
C -1.451 -3.254 3.372
C -0.833 0.429 3.766
C -2.128 0.609 2.966
C -1.151 0.519 5.259
H -1.205 -4.247 -1.985
H -1.320 -3.481 -0.402
H -1.027 -5.220 -0.516
H 0.844 -2.924 -1.262
H 1.263 -5.864 -1.958
H 2.478 -4.586 -2.115
H 0.994 -4.505 -3.057
H 0.195 -5.722 1.762
H 2.259 -7.149 0.019
H 0.542 -6.958 -0.319
H 1.066 -7.890 1.082
H 3.157 -6.107 2.317
H 1.783 -6.740 3.231
H 2.122 -5.002 3.207
H 3.732 -5.803 0.127
H 6.073 -5.338 -0.409
H 6.848 -2.983 -0.590
H 5.262 -1.149 -0.250
H 3.652 -0.944 -1.960
H 3.903 0.611 -3.805
H 3.243 2.987 -3.531
H 2.285 3.731 -1.410
H 0.338 3.707 -0.375
H 1.838 5.614 1.503
H 0.839 6.048 0.119
H 2.382 5.228 -0.127
H -0.129 4.273 2.587
H -1.106 3.261 1.515
H -1.045 5.005 1.256
H 3.520 1.943 2.401
H 2.185 4.501 3.383
H 3.443 3.577 4.211
H 1.846 2.866 3.969
H 3.947 4.824 1.548
H 4.421 3.450 0.539
H 5.112 3.648 2.152
H 4.938 -0.569 2.038
H 5.630 -0.237 4.362
H 3.911 -0.144 6.162
H 1.552 -0.426 5.596
H 0.662 -3.176 3.636
H -1.063 -2.075 5.912
H 0.684 -2.350 5.955
H -0.422 -3.708 5.792
H -2.359 -2.712 3.658
H -1.555 -4.286 3.724
H -1.388 -3.262 2.282
H -0.170 1.257 3.497
H -2.805 -0.238 3.119
H -1.925 0.691 1.896
H -2.656 1.515 3.279
H -1.510 1.527 5.491
H -0.295 0.322 5.902
H -1.950 -0.175 5.529
O -4.687 5.302 0.030
C -5.436 4.271 0.336
O -6.561 4.410 0.773
C -4.881 2.889 0.121
C -5.649 1.758 0.290
Cl -7.262 1.581 0.815
N -4.884 0.678 0.023
N -3.625 1.037 -0.289
C -3.595 2.358 -0.255
C -2.290 3.058 -0.626
O -2.355 4.309 -0.733
O -1.268 2.378 -0.802
C -5.261 -0.694 0.017
C -4.493 -1.614 0.711
C -4.877 -2.947 0.713
C -6.007 -3.356 0.022
C -6.756 -2.427 -0.687
C -6.383 -1.094 -0.695
H -3.737 5.011 -0.303
H -3.605 -1.287 1.239
H -4.282 -3.670 1.254
H -6.294 -4.400 0.024
H -7.629 -2.741 -1.245
H -6.949 -0.365 -1.259
C 0.526 -3.121 -6.571
C -0.778 -2.339 -6.576
C -1.813 -2.934 -5.631
O -0.622 -0.943 -6.294
P 0.485 -0.245 -5.318
S 2.206 -0.043 -6.231
S 0.476 -1.182 -3.559
O -0.174 1.217 -5.239
C -1.532 1.642 -5.037
C -2.273 1.656 -6.366
C -2.284 0.871 -3.969
H 0.315 -4.159 -6.841
H 0.984 -3.099 -5.581
H 1.237 -2.696 -7.277
H -1.181 -2.349 -7.594
H -1.438 -2.895 -4.608
H -2.019 -3.973 -5.903
H -2.743 -2.366 -5.680
H -1.412 2.674 -4.697
H -2.390 0.642 -6.746
H -1.717 2.238 -7.103
H -3.260 2.106 -6.230
H -2.401 -0.177 -4.247
H -3.272 1.321 -3.841
H -1.764 0.921 -3.015



# 5
22
Properties=species:S:1:pos:R:3 method="wB97M-V/def2-TZVPD" charge=+1 homo_energy_ev=-15.230 homo_lumo_gap_ev=11.43 e_tot_ha=-424.6860 relative_energy_kcal_mol=8.3 max_force_ev_per_a=3.23
C -0.376 -0.264 -0.081
C -1.429 -2.249 -0.159
C -2.188 -1.185 -0.937
C 0.378 1.229 1.723
C 0.691 1.788 -0.840
C 2.057 -0.077 0.067
C 0.696 0.712 0.238
O -0.252 -1.501 0.345
O -1.310 -0.007 -0.872
H -1.974 -2.515 0.715
H -1.131 -3.031 -0.745
H -2.218 -1.337 -1.983
H -3.121 -1.060 -0.483
H -0.007 0.496 2.363
H 1.448 1.394 2.018
H -0.330 2.099 1.688
H 1.098 2.793 -0.353
H -0.367 1.929 -1.154
H 1.322 1.526 -1.821
H 2.905 0.588 -0.152
H 1.877 -0.885 -0.740
H 2.232 -0.444 1.161



# 6
50
Properties=species:S:1:pos:R:3 method="wB97M-V/def2-TZVPD" charge=+6 homo_energy_ev=-27.233 homo_lumo_gap_ev=2.79 e_tot_ha=-2176.0799 max_force_ev_per_a=2.99
Al -1.754 0.002 -4.364
Al 1.957 2.854 -3.292
Al -1.975 3.876 -0.850
P -0.302 0.843 -1.238
O -1.797 1.094 -1.628
O 0.442 0.344 -2.523
O -0.215 -0.121 -0.015
O 0.392 2.234 -0.973
C 2.626 -0.874 1.148
O 1.455 -0.844 1.880
H 3.176 0.083 1.211
H 3.298 -1.667 1.494
H 2.434 -1.087 0.089
H 0.755 -0.532 1.235
C -1.001 1.300 3.011
O -1.106 1.743 1.680
H -1.945 1.414 3.594
H -0.728 0.247 3.022
H -0.459 2.124 3.505
H -1.005 0.964 1.098
C -1.841 -2.716 1.588
O -2.154 -1.523 0.896
H -1.651 -3.506 0.832
H -0.983 -2.638 2.280
H -2.609 -3.050 2.289
H -1.294 -1.150 0.551
C -0.295 -3.535 -2.141
O -0.562 -2.191 -2.470
H -0.606 -3.851 -1.124
H -0.950 -4.096 -2.805
H 0.763 -3.834 -2.213
H -0.128 -1.485 -1.960
C -4.252 0.785 1.283
O -3.624 1.485 0.218
H -4.970 1.506 1.681
H -4.819 -0.047 0.831
H -3.596 0.460 2.115
H -3.098 0.847 -0.319
C 3.577 -0.948 -3.272
O 3.261 0.115 -2.461
H 2.694 -1.550 -3.485
H 4.032 -0.584 -4.213
H 4.387 -1.616 -2.906
H 2.328 -0.017 -2.189
C 2.167 3.198 1.817
O 2.104 3.575 0.457
H 1.703 2.218 1.995
H 3.214 3.205 2.135
H 1.597 3.881 2.483
H 1.358 3.066 0.022



# 7
88
Properties=species:S:1:pos:R:3 method="wB97M-V/def2-TZVPD" charge=-1 homo_energy_ev="-3.821 / -3.921" homo_lumo_gap_ev="5.81 / 5.91" e_tot_ha=-9332.0230 relative_energy_kcal_mol=15.1 spin_multiplicity=2 max_force_ev_per_a=0.36
Co -0.242 0.764 -0.052
O 0.752 -1.626 -3.225
C 1.642 -0.951 -3.961
C 2.268 -1.572 -5.042
C 3.183 -0.869 -5.812
C 3.482 0.457 -5.531
C 2.858 1.071 -4.451
C 1.956 0.386 -3.656
C 1.311 1.007 -2.431
O 0.077 0.555 -2.164
N 2.234 0.621 -1.288
N 1.712 0.672 -0.058
C 2.470 0.591 0.969
C 1.946 0.502 2.332
Br 0.360 1.481 2.692
C 2.575 -0.195 3.275
C 2.101 -0.497 4.640
C 0.839 -1.061 4.827
C 0.408 -1.385 6.103
C 1.226 -1.153 7.201
C 2.489 -0.608 7.018
C 2.928 -0.291 5.741
H 0.294 -0.914 -2.646
H 2.016 -2.601 -5.263
H 3.660 -1.364 -6.651
H 4.186 1.005 -6.145
H 3.072 2.110 -4.216
H 1.365 2.111 -2.528
H 3.217 0.860 -1.359
H 3.543 0.467 0.840
H 3.521 -0.641 2.975
H 0.213 -1.257 3.963
H -0.572 -1.826 6.238
H 0.885 -1.407 8.197
H 3.135 -0.432 7.869
H 3.915 0.132 5.596
O -3.790 4.453 -1.641
C -4.542 3.604 -0.891
C -5.918 3.801 -0.794
C -6.713 2.943 -0.053
C -6.137 1.866 0.602
C -4.770 1.669 0.499
C -3.946 2.519 -0.235
C -2.486 2.203 -0.248
O -2.145 1.004 0.021
N -1.660 3.193 -0.463
N -0.336 2.771 -0.316
C 0.453 3.768 -0.428
S 2.202 3.707 -0.265
C 2.366 5.488 0.006
C 1.390 6.176 -0.926
S -0.228 5.371 -0.746
H -4.384 5.091 -2.053
H -6.363 4.643 -1.316
H -7.780 3.120 0.006
H -6.742 1.183 1.183
H -4.294 0.835 0.995
H 3.402 5.752 -0.207
H 2.141 5.720 1.047
H 1.731 6.105 -1.959
H 1.266 7.227 -0.663
C 0.929 -4.181 -1.246
Si 1.199 -3.093 0.272
C 1.325 -4.253 1.760
C 2.947 -2.421 0.031
As -0.480 -1.538 0.727
Si -2.193 -2.670 -0.336
C -3.811 -1.773 -0.023
C -2.348 -4.398 0.416
C -2.106 -2.841 -2.211
H 1.755 -4.896 -1.325
H 0.920 -3.559 -2.143
H -0.001 -4.748 -1.210
H 2.085 -5.022 1.588
H 0.372 -4.748 1.958
H 1.598 -3.696 2.661
H 3.576 -3.238 -0.335
H 3.376 -2.072 0.973
H 2.971 -1.619 -0.707
H -4.019 -1.642 1.041
H -4.643 -2.317 -0.479
H -3.745 -0.786 -0.481
H -2.525 -4.327 1.491
H -1.450 -4.999 0.266
H -3.189 -4.931 -0.040
H -2.061 -1.849 -2.667
H -3.000 -3.350 -2.584
H -1.228 -3.388 -2.551



# 8
11
Properties=species:S:1:pos:R:3 method="wB97M-V/def2-TZVPD" charge=+1 homo_energy_ev="-16.851 / -16.700" homo_lumo_gap_ev="12.47 / 4.61" e_tot_ha=-192.9268 relative_energy_kcal_mol=7.0 spin_multiplicity=2 max_force_ev_per_a=1.48
C -0.141 1.066 -1.638
H -0.701 1.527 -0.844
H 0.411 1.787 -2.217
H 0.557 0.356 -1.173
H -0.711 0.346 -2.204
H 2.221 -0.520 0.720
H 0.858 -1.068 0.217
O 1.414 -0.985 1.017
H -1.399 -1.613 1.875
H -0.921 -0.248 2.424
O -1.588 -0.648 1.825



# 9
9
Properties=species:S:1:pos:R:3 method="wB97M-V/def2-TZVPD" homo_energy_ev="-10.101 / -10.890" homo_lumo_gap_ev="7.59 / 8.41" e_tot_ha=-809.5455 relative_energy_kcal_mol=146.1 max_force_ev_per_a=6.51
N 0.194 -0.296 1.049
N 0.319 0.652 0.342
O 1.282 0.001 -1.223
O 0.309 1.832 0.265
O -1.120 -1.606 -1.070
O -2.414 -0.165 0.345
S -1.247 -0.303 -0.515
H 2.208 0.368 -1.194
H 0.469 -0.484 2.001



# 10
12
Properties=species:S:1:pos:R:3 method="wB97M-V/def2-TZVPD" charge=-2 homo_energy_ev="1.268 / -0.425" homo_lumo_gap_ev="4.87 / 6.55" e_tot_ha=-869.8923 relative_energy_kcal_mol=82.6 max_force_ev_per_a=2.53
C -0.374 -0.197 -0.102
C 0.193 0.337 -2.542
C 1.094 0.974 2.115
N 0.192 0.204 -1.086
O -0.593 1.161 -2.957
O 1.096 -0.223 -3.132
O -2.770 -1.131 0.720
O -1.037 -2.789 0.449
S -1.666 -1.586 -0.116
H 1.924 0.336 1.776
H 0.984 1.934 1.665
H 0.958 0.981 3.209